Entry from the Open Molecules 2025 dataset: a cluster of 9 separate species, C5H29N2O9 in total at a distorted geometry (ωB97M-V/def2-TZVPD).

## Properties
HOMO level   -5.05 eV
Kohn-Sham gap   0.2888 hartree
Energy relative to the best compared isomer or geometry (same formula, charge and spin)   2.331 eV
Largest force on an atom   2.447 eV/Å

ORCA input file:
```
! wB97M-V def2-TZVPD RIJCOSX def2/J DEFGRID3
* xyz -1 1
C -0.3722 -1.4852 -2.2407
N -0.2965 -2.5777 -1.2996
C -1.2916 -2.7059 -0.2415
C -0.6945 -0.0472 -1.7284
C -0.5397 0.9907 -2.8377
N -2.0806 0.0918 -1.1768
C -2.3497 1.2279 -0.3416
O -2.8767 2.2976 -1.2423
H -1.1540 -1.6630 -2.9669
H 0.6028 -1.4250 -2.7319
H 0.5903 -2.5640 -0.8200
H -1.0573 -3.2879 0.6451
H -2.2829 -3.0165 -0.5200
H -1.5057 -1.6840 0.1010
H -0.0169 0.1592 -0.8927
H 0.3387 0.6907 -3.4161
H -0.3942 1.9945 -2.4360
H -1.4344 1.0330 -3.4544
H -2.7689 0.0950 -1.9140
H -1.4865 1.7033 0.1523
H -3.2155 1.1109 0.3039
H -1.7433 -0.2285 2.5131
H -1.4183 -1.2147 3.7180
O -2.0876 -0.8550 3.1319
H 0.1401 3.3940 0.8766
H -2.1382 2.8459 -1.5010
O 0.1654 2.5099 0.5813
H 1.5165 2.1554 0.5313
H 2.9679 2.3608 1.1536
O 2.5333 1.8014 0.5013
H 2.3640 2.8366 -1.0436
H 2.7818 1.7432 -2.0121
O 2.5974 2.6829 -1.9862
H 0.3005 1.4352 3.2238
H 0.3641 1.4935 1.7198
O 0.3264 0.8115 2.4971
H 0.3459 -0.7977 3.0956
H 0.5504 -2.1145 2.6679
O 0.4494 -1.6811 3.5263
H 1.9630 -2.7815 1.1624
H 2.7242 -2.6697 -0.0679
O 2.4959 -3.3317 0.5900
H 1.8433 -0.3495 1.9930
H 2.9686 -0.1912 0.9520
O 2.2754 -0.7935 1.2342
*
```


Entry from the Open Molecules 2025 dataset: a cluster of 2 separate species, C13H22FN5O5P in total at a distorted geometry (ωB97M-V/def2-TZVPD).

## Properties
HOMO level   -11.86 eV
Kohn-Sham gap   0.2657 hartree
Energy relative to the best compared isomer or geometry (same formula, charge and spin)   0.000 eV
Largest force on an atom   1.070 eV/Å

ORCA input file:
```
! wB97M-V def2-TZVPD RIJCOSX def2/J DEFGRID3
* xyz 1 1
C 1.7220 -2.3177 1.7539
C 2.3942 -1.0387 2.1400
O 3.0327 -0.8463 3.1348
N 2.2951 -0.0200 1.1177
C 3.2065 1.1751 1.2199
C 3.0710 2.0665 2.4081
O 3.9427 1.3577 0.2985
C 1.0105 0.3088 0.6842
N 0.1109 0.7118 1.6068
C -1.1579 1.0948 1.3203
C -2.0283 1.5278 2.4681
C -1.3490 1.5649 3.8177
F -0.3348 2.5131 3.7977
C -1.5725 1.0798 0.0120
C -2.9931 1.4293 -0.3550
N -3.9199 0.2940 -0.3828
C -0.6501 0.6441 -0.9570
O -1.0098 0.5117 -2.2503
C 0.6505 0.2434 -0.6188
P 1.8324 -0.5246 -1.7857
O 1.9078 -1.9834 -1.5572
H 0.6627 -2.1625 1.5512
H 2.1721 -2.6869 0.8347
H 1.8357 -3.0241 2.5677
H 3.7690 2.8875 2.2888
H 3.3066 1.5207 3.3172
H 2.0553 2.4481 2.5127
H 0.4312 0.7609 2.5664
H -2.4286 2.5128 2.2319
H -2.8761 0.8444 2.5480
H -2.0664 1.8023 4.5985
H -0.9112 0.5996 4.0864
H -3.0287 1.8787 -1.3437
H -3.3867 2.1628 0.3412
H -3.9378 -0.1787 0.5139
H -3.6079 -0.4019 -1.0514
H -1.5423 1.2693 -2.5276
H 1.3165 -0.1585 -3.0304
H 3.0164 0.2015 -1.6484
C -0.6150 -2.7144 -5.2734
O -0.6360 -3.1640 -6.3970
N -1.2193 -1.5147 -4.9522
N -0.0108 -3.3443 -4.2154
H -1.2041 -1.1255 -4.0312
H -1.6995 -1.0316 -5.6876
H 0.4445 -4.2219 -4.3801
H -0.0004 -2.9516 -3.2932
*
```


Entry from the Open Molecules 2025 dataset: the ion C9H5N6 with charge +1 at a distorted geometry (ωB97M-V/def2-TZVPD).

## Properties
HOMO level (alpha / beta)   -13.43 / -13.43 eV
Kohn-Sham gap (alpha / beta)   0.2512 / 0.2511 hartree
SMILES string   C1=C/C=N\C2=CN3C(=CC=NC3=[N+]=1)N=N2
Energy relative to the best compared isomer or geometry (same formula, charge and spin)   0.492 eV
Largest force on an atom   6.485 eV/Å

ORCA input file:
```
! wB97M-V def2-TZVPD RIJCOSX def2/J DEFGRID3
* xyz 1 1
C -2.2925 -2.0830 -0.2851
C 1.8392 1.9140 -0.3467
C -1.4656 -2.7749 -1.2121
C 1.0432 2.7403 0.6895
C -1.6679 -0.9745 0.3903
C 1.5461 0.7526 -0.8684
C -0.4547 1.1356 1.4531
C 0.1895 -1.0824 -1.0343
C 0.3134 0.0136 1.2351
N 0.1068 2.3647 1.4480
N -0.3852 -2.0634 -1.6680
N -2.3580 -0.1410 1.1834
N -1.7892 0.9499 1.5186
N -0.3122 -0.8171 0.2967
N 1.0307 -0.1818 -1.5120
H -3.4036 -2.3111 -0.1018
H 2.8491 2.2264 -0.6312
H -1.7834 -3.6437 -1.6057
H 1.5157 3.7991 0.6697
H 1.3608 -0.1860 1.3537
*
```


> What is the formula in the first record?

C5H29N2O9